9
Properties=species:S:1:pos:R:3:mulliken_charge:R:1 method="wB97M-V/def2-TZVPD" de_lowest_kcal_mol=88.5 homo_lumo_gap_ev=9.4589 lumo_ev=0.89
C -0.15020 0.18975 0.11443 0.51
N 0.79836 1.08235 0.16520 -0.51
N 0.61883 -0.95891 -0.08801 -0.31
N 1.75992 -0.04542 0.13185 -0.17
N -1.54274 0.42637 -0.02470 -0.39
H 0.48019 -1.70891 0.54791 0.26
H 2.34533 -0.10040 -0.65634 0.22
H -2.00856 1.31093 -0.14810 0.20
H -2.30113 -0.19576 -0.04223 0.18